This record from OMol25 describes 20 unconnected molecules or ions with the total composition H39O20 in a non-equilibrium geometry. The level of theory is ωB97M-V with the def2-TZVPD basis set.

Structure (ORCA input):
```
! RIJCOSX wB97M-V def2-TZVPD def2/J DEFGRID3
* xyz -1 1
O 3.68743 -1.41212 -1.63088
H -0.73278 -1.70058 1.15603
O -0.44508 1.06872 4.16782
H -0.48840 2.13786 4.02734
H -0.32874 0.94367 3.21774
O 4.94023 1.17479 -1.31122
H -1.74265 -2.51843 -1.96951
H 4.99268 2.03951 -1.32766
O 2.95034 2.79129 -0.63744
H 2.55728 3.62127 -0.28356
H -1.83888 1.55278 -1.14474
O -1.55067 0.65691 -0.98396
H 1.83178 -1.40643 -4.11744
H 4.23878 0.99817 -0.53379
O -2.96130 -1.30004 -1.76100
H 4.32966 -0.82292 -1.36792
H 2.87435 -0.71382 -1.38144
O 0.37211 -2.56440 0.26715
H 1.57924 -2.29151 3.91864
H 0.62340 -2.64249 1.09508
O -0.23706 3.56126 3.14566
H 1.22876 -2.20643 0.13160
H 0.35555 -4.79099 2.79809
O 0.70646 -1.56216 5.53814
H -0.20436 -1.87539 5.80485
H 0.51171 -0.60149 5.27004
O -1.37244 -1.15413 1.60601
H -1.65735 -0.46024 0.96342
H -1.05996 -5.11567 2.35230
O 0.88206 -1.23558 -4.16331
H 2.44547 1.98831 -0.61031
H 0.43964 -1.19555 -3.29816
O 0.71270 2.86017 -4.16870
H 0.63781 -0.91642 -1.61135
H -3.44329 -1.73184 -1.12703
O 3.54087 1.15776 2.13303
H 4.07797 1.74931 2.67012
H -0.97856 3.95689 3.59997
O -0.82896 -2.78472 -2.32244
H -0.32088 3.71386 2.22930
H -0.35884 -3.25239 -1.70660
O -4.57168 2.12311 -3.36287
H -4.36090 1.89170 -2.39806
H -4.52023 1.07170 -3.29998
O -5.14486 -0.53160 -2.49162
H -4.15543 -1.07909 -2.38506
H 0.75527 2.04178 -3.41455
O 1.00015 -0.05200 -1.29603
H -5.02494 -0.19384 -3.29751
H 0.27534 0.48236 -1.34534
O -0.16985 -5.11503 2.00146
H -2.14049 -0.03888 -1.59312
H 0.31794 2.23549 -4.91169
O -2.45575 4.38444 1.64816
H -2.89303 3.83370 0.97585
H -2.52604 5.27450 1.25677
O 1.08893 -2.49170 3.06401
H 0.62382 -1.57545 3.25258
H 2.93021 0.99705 2.86931
*
```

Results
Kohn-Sham gap	7.9	eV
lowest unoccupied orbital energy	1.55	eV
energy	-1528.05448	Eh
energy above the lowest of the compared OMol25 structures with the same formula, charge and spin	191.9	kcal/mol